Record 1
Formula: C5H7N
Source: the Open Molecules 2025 dataset
Level of theory: wB97M-V/def2-TZVPD

The geometry in XYZ format:
```
13
Properties=species:S:1:pos:R:3:forces:R:3
C 1.13468 0.22685 -1.64095 0.3404 -0.8506 -1.0411
C 0.98493 1.35619 -0.35383 -1.6199 1.0451 1.0293
C -0.67949 -0.13214 0.38701 0.2909 -1.7571 4.2679
C -0.46598 -1.19065 -0.68058 0.0847 -3.2823 0.5470
C 0.64032 0.45811 0.65281 -0.3524 2.4120 -0.9770
N 0.42003 -0.74256 -1.62650 1.2106 1.4046 -2.1338
H 1.85296 1.96597 -0.40215 0.6872 0.2568 0.3395
H 0.07547 1.89488 -0.73085 1.0619 -0.4321 -0.1118
H -1.50104 0.54635 0.25787 -0.0944 0.5473 -0.8451
H -0.96688 -0.66647 1.36908 0.1494 0.3985 -1.4889
H 0.10268 -2.11455 -0.26587 -1.5211 1.1922 -0.1708
H -1.36140 -1.51024 -1.20443 -0.4090 -0.2692 0.4121
H 1.33755 0.17742 1.41230 0.1718 -0.6652 0.1727
```
Forces are in eV/Å.

Values from the calculation:
energy relative to the best compared isomer or geometry (same formula, charge and spin) = 93.8 kcal per mole
total energy = -249.32381 Ha
E_LUMO = 0.25 eV
multiplicity = 1
frontier orbital gap = 8.057 eV

Atom charges from the Löwdin analysis, given in e for atoms 1 to 2: 0.024, -0.192

---

Record 2
Formula: C28H65N3O35S8
Source: the Open Molecules 2025 dataset
Level of theory: wB97M-V/def2-TZVPD

The geometry in XYZ format:
```
139
Properties=species:S:1:pos:R:3:forces:R:3
O 1.56978 -7.90097 -1.36805 -1.4103 2.9133 2.2384
S 0.90090 -6.87946 -0.52869 0.1312 1.5333 -2.4481
O -0.39332 -7.19312 0.03694 1.8930 0.1577 0.0709
O 1.92418 -6.12605 0.49607 0.1138 -0.4929 -0.1790
C 2.43798 -4.87220 -0.10671 0.5896 -0.1060 -0.2165
C 1.20846 -4.27111 -0.67228 -0.0945 -0.8968 -0.0460
O 0.65081 -5.39317 -1.37176 -0.4080 -2.0986 0.0864
H 2.90494 -4.18663 0.60040 -0.1608 -0.6931 0.6933
H 3.18090 -5.08173 -0.87630 -0.0714 -0.4349 -0.0008
H 1.36049 -3.47023 -1.39587 -0.0581 -0.0708 0.1794
H 0.61828 -3.98209 0.19735 -0.6378 0.2571 -0.3466
O 8.31526 0.32565 1.12342 -1.3711 -3.6622 -0.9548
S 7.59985 -0.96750 1.01629 -1.4682 0.9836 2.5386
O 7.92998 -2.07244 1.96633 -0.5340 2.6488 -3.2941
O 6.00151 -0.57246 1.29458 1.4013 0.4346 1.5231
C 5.00858 -1.11905 0.44949 1.5111 0.7639 -1.4289
C 5.87283 -1.94415 -0.54221 -1.0134 -0.4485 -0.1177
O 7.23469 -1.41243 -0.53049 0.2439 -0.2565 1.5957
H 4.21753 -1.60589 1.01987 0.3102 -0.3338 -0.1395
H 4.59101 -0.29143 -0.12391 -0.3345 0.0816 0.3262
H 5.48916 -1.82547 -1.55553 0.3745 -0.0071 0.1126
H 5.78958 -2.99425 -0.26210 0.8014 -0.1077 -0.0629
O 2.59689 0.73961 -1.56851 -0.0088 -1.1489 -0.8368
S 2.82881 -0.19812 -2.62666 0.3798 1.4598 -2.7763
O 3.33029 -1.52746 -2.37656 -0.7194 1.0223 -0.0841
O 1.58044 -0.21087 -3.71759 1.5532 -0.6568 1.6997
C 2.07413 -0.11630 -5.07310 -0.6837 0.3587 -0.3503
C 3.55605 0.15067 -5.06806 1.2607 -0.8491 1.2384
O 3.85086 0.57008 -3.71957 -0.7451 0.0097 1.4254
H 1.88729 -1.03459 -5.62982 -0.4438 0.0863 0.1592
H 1.53133 0.75465 -5.44040 -0.0212 -0.2829 -0.3782
H 3.91128 0.85498 -5.82029 -0.2902 0.4359 0.4576
H 4.19518 -0.72642 -5.16974 -0.4313 -0.4205 -0.4944
O 2.66921 6.24044 0.47761 0.1167 -2.5945 -0.7239
S 2.58252 4.79708 0.27075 -0.8855 -0.3477 0.6059
O 1.37178 4.09691 0.73703 2.8581 1.4088 -1.4356
O 2.97432 4.36701 -1.30128 -2.4169 1.0760 2.1972
C 4.33728 4.15592 -1.41260 1.8267 0.2743 0.2902
C 5.02418 4.27689 0.01834 -1.2451 -0.7625 -2.3982
O 3.89141 4.02903 0.88395 -0.1443 0.9547 0.0576
H 4.45992 3.15267 -1.82070 0.1882 0.1316 -0.1181
H 4.76628 4.94365 -2.03192 0.0329 -0.3000 -0.3604
H 5.51815 5.24642 0.08254 -0.3153 -0.0951 0.7933
H 5.73360 3.44980 -0.00863 -0.0658 0.1710 1.0677
O -1.86138 3.17243 -5.85587 0.9908 -0.5518 3.0379
S -1.21130 2.93378 -4.56809 0.7234 -0.1018 1.3849
O 0.17547 2.43825 -4.54607 -2.8153 0.2635 -0.2982
O -1.22507 4.17973 -3.56262 -0.1509 0.7939 -2.8942
C -1.37113 3.84433 -2.21904 0.2045 0.1713 1.1973
C -2.03829 2.44928 -2.14066 1.5194 1.1315 0.0045
O -2.21344 2.09488 -3.49944 0.3008 -0.7041 -2.6374
H -0.36802 3.79498 -1.79546 -0.1131 0.1251 0.2967
H -1.94719 4.65505 -1.77293 0.0568 -0.1647 0.0998
H -2.99020 2.48587 -1.61092 0.1202 -0.4190 -0.2620
H -1.25897 1.84617 -1.67483 -0.7733 -0.6641 0.1675
O -4.08742 -2.43014 2.41794 1.9673 -2.7638 -1.4735
S -3.01263 -3.37922 2.03065 -1.7490 1.3625 0.4283
O -1.69542 -2.90368 2.35813 -0.8633 -1.4300 -0.5672
O -3.32089 -4.89640 2.56962 0.8955 2.6142 1.5167
C -4.13026 -5.56015 1.66381 0.4480 -1.7407 -1.7159
C -3.40854 -5.29370 0.31361 -1.2658 -0.3902 1.4223
O -3.12842 -3.86111 0.45783 0.4308 0.0841 0.2234
H -4.02150 -6.60816 1.94301 -0.3177 -0.0366 -0.1232
H -5.18199 -5.27454 1.64399 0.0811 0.3733 0.2524
H -4.06903 -5.56473 -0.51004 -0.0977 1.0214 -0.2257
H -2.56090 -5.97017 0.20394 0.6626 0.8070 0.2173
O 7.53409 4.27790 2.00722 -1.1685 0.0541 3.1537
S 7.11481 4.25535 3.42245 1.0311 -1.6102 0.2019
O 7.52468 5.29382 4.34718 -0.8890 -1.2680 -1.7948
O 5.54121 3.93261 3.58523 0.2427 1.2780 -0.0330
C 5.24097 2.53709 3.62711 -0.0567 -0.4211 0.2790
C 6.43450 1.91092 4.37261 0.7518 0.8720 -0.4114
O 7.53710 2.80859 4.12557 0.4936 1.2741 -1.3410
H 4.34750 2.34752 4.22197 -0.0880 0.5683 -0.0013
H 4.99339 2.24514 2.60654 0.5850 -0.5391 0.0241
H 6.74200 0.91564 4.05171 -0.2406 0.0898 -0.1225
H 6.36015 1.96756 5.45859 -0.6813 -0.3339 -0.0479
O -1.26763 -4.42298 -3.91647 -0.5210 2.8186 -0.7366
S -1.31645 -2.97130 -3.75410 -0.2934 -1.5240 -1.5879
O -0.66763 -2.50918 -2.58345 -0.3818 0.9170 0.2545
O -0.69053 -2.11009 -5.06454 -1.2840 -0.7053 0.9978
C -1.59395 -1.04751 -5.46324 -0.7499 0.1228 0.5743
C -3.02718 -1.50682 -5.04212 0.8741 -0.7902 0.0125
O -2.86997 -2.40611 -3.94545 2.5498 -1.3303 1.3866
H -1.37332 -0.09564 -4.98014 0.4347 -0.2234 0.3704
H -1.50318 -0.87301 -6.53535 -0.0224 -0.4302 0.0452
H -3.43764 -2.15983 -5.81232 -0.5452 0.7380 -0.2821
H -3.66462 -0.76516 -4.56077 -0.0385 0.4169 -1.0851
C -2.83831 6.32436 5.58982 1.2528 -0.4125 -0.9745
O -2.11496 5.35899 4.76131 0.1968 2.3078 1.1899
C -2.94443 4.37984 4.29520 0.3454 -1.2639 0.3496
C -2.16272 3.45111 3.35538 0.1783 2.0775 -2.5670
C -1.87996 4.25092 2.05071 -0.8926 0.3479 0.5891
N -2.99771 2.37033 2.86252 -0.6762 0.3410 1.9142
H -3.31109 5.82697 6.43667 -0.0291 0.0187 0.0376
H -3.55863 6.88546 4.99450 -0.3140 -0.2557 -0.1138
H -2.09612 7.05791 5.90473 -0.0061 -0.2458 0.2571
H -3.33569 3.84466 5.16040 -0.2636 -0.6056 0.2246
H -3.81247 4.81352 3.79868 -0.2188 -0.0591 -0.5431
H -1.16653 3.12413 3.65336 -0.3288 -0.2310 0.8962
H -1.61908 3.54177 1.26512 1.0116 0.3700 0.0374
H -1.32019 5.16569 2.24555 0.7530 -0.4944 -0.4193
H -2.83166 4.64254 1.69155 -0.4978 0.0656 0.0808
H -3.73372 2.86941 2.38365 -0.3765 -0.1817 -0.5667
H -3.45858 2.11746 3.72493 -0.4894 -1.2169 0.0947
C -4.34643 -1.15608 -0.87191 -0.5777 1.1725 0.0344
O -5.77512 -1.34538 -0.80290 0.7060 -0.3397 -0.8348
C -6.14647 -2.70510 -0.88329 1.0776 -1.1347 2.6186
C -7.53179 -2.87874 -0.24705 -0.4059 -1.1605 -0.1047
C -7.97328 -4.37952 -0.03699 0.4149 0.8389 -0.2517
N -8.45389 -2.10345 -1.03193 -0.8863 0.0597 -0.6003
H -3.95874 -0.96458 0.12866 -0.0549 -0.3298 0.0955
H -4.20811 -0.22875 -1.42781 0.1102 0.0667 -0.0840
H -3.74293 -1.91789 -1.36541 -0.4783 -0.3706 0.0059
H -5.92456 -3.19896 -1.82932 -0.8624 0.4001 -0.7927
H -5.44615 -3.25359 -0.25336 0.2168 -0.1741 0.5131
H -7.61036 -2.42937 0.74289 0.8719 0.0721 0.1244
H -9.04715 -4.53124 0.07212 -0.1135 0.5422 -0.1475
H -7.56408 -4.75150 0.90231 0.3216 -0.0747 -0.1160
H -7.66295 -5.02069 -0.86204 0.1819 -0.0464 -0.0442
H -7.89115 -1.32055 -1.33277 -0.3452 0.5891 -0.1666
H -8.65105 -2.62104 -1.87652 -0.2405 -0.0602 -0.3350
C 2.11032 -0.11059 3.21403 -0.8075 -0.9319 -1.4494
O 1.93228 0.10976 1.78095 0.5100 0.6884 1.6917
C 0.79705 0.90838 1.50227 -1.3040 -0.9541 -0.7147
C -0.44325 -0.04884 1.21882 -0.4189 1.6459 0.0420
C -0.18693 -0.87014 -0.08468 -0.0805 0.3061 2.4248
N -1.70762 0.72622 1.04559 0.9090 -0.0970 -1.6507
H 2.08168 0.74376 3.89033 0.6525 0.6765 -0.5644
H 3.01732 -0.71426 3.24619 -0.0301 0.2068 0.5601
H 1.24987 -0.67336 3.57598 0.0340 -0.5693 -0.0074
H 0.61008 1.63783 2.29032 -0.1866 -0.1231 0.3678
H 1.02401 1.52195 0.63042 -0.0510 -0.2129 -0.2608
H -0.70419 -0.60548 2.11892 1.1419 -0.8797 -0.0726
H -0.03709 -0.12667 -0.86756 -0.0883 -0.4670 -0.2956
H -1.00132 -1.58119 -0.22356 -0.1402 0.3165 -0.4508
H 0.69015 -1.48300 0.12326 0.3103 0.1421 -0.4510
H -2.44729 0.04106 0.98608 -0.1858 -0.0046 -0.0341
H -1.98537 1.35275 1.78750 0.2882 -0.2057 0.3903
```
Forces are in eV/Å.

Values from the calculation:
total energy = -7088.58307 Ha
E_LUMO = 0.04 eV
structure (SMILES) = O=S1(=O)OCCO1.O=S1(=O)OCCO1.O=S1(=O)OCCO1.O=S1(=O)OCCO1.O=S1(=O)OCCO1.O=S1(=O)OCCO1.O=S1(=O)OCCO1.O=S1(=O)OCCO1.COC[C@H](C)N.COC[C@H](C)N.COC[C@H](C)N
multiplicity = 1
frontier orbital gap = 8.596 eV

Atom charges from the Löwdin analysis, given in e for atoms 1 to 2: -0.254, 0.761